A cluster of 2 separate species, C9H16NO5 in total in a non-equilibrium geometry, computed with the ωB97M-V functional and the def2-TZVPD basis.

Geometry as ORCA input:
```
! RIJCOSX wB97M-V def2-TZVPD def2/J DEFGRID3
* xyz -1 1
O 0.716 -1.791 -1.396
O 2.475 -1.631 -0.037
O 3.525 -2.230 2.828
O 4.031 -0.380 1.695
O 5.613 -1.915 2.086
N -3.385 -0.139 -0.834
C 1.192 1.149 0.089
C 1.608 -1.140 -0.862
C -1.556 -0.192 0.678
C 1.770 0.360 -1.111
C -2.885 -0.876 0.399
C -1.134 0.580 -0.581
C -0.188 1.728 -0.232
C -2.513 1.081 -1.047
C 4.410 -1.523 2.210
H -2.814 1.931 -0.429
H -4.392 0.033 -0.814
H -2.847 -1.939 0.150
H -2.553 1.307 -2.115
H -0.568 2.242 0.665
H -1.815 0.621 1.377
H 1.265 0.617 -2.052
H 1.886 1.927 0.412
H 2.669 -1.037 0.771
H -3.140 -0.755 -1.612
H -0.750 -0.050 -1.393
H -3.554 -0.730 1.248
H 2.833 0.599 -1.207
H -0.810 -0.782 1.214
H 1.040 0.462 0.931
H -0.129 2.475 -1.035
*
```

Output
LUMO level: 0.753 eV
HOMO energy: -0.765 eV
HOMO-LUMO gap: 0.0558 Ha
ΔE to the lowest compared entry with this formula, charge and spin: 6.165 eV

The ion C9H16NOS with charge +1 in a non-equilibrium geometry, computed with the ωB97M-V functional and the def2-TZVPD basis.

Geometry as ORCA input:
```
! RIJCOSX wB97M-V def2-TZVPD def2/J DEFGRID3
* xyz 1 1
S 0.362 -1.891 -0.051
O 2.642 1.250 0.609
N -0.901 0.761 -0.313
C 1.209 -0.478 -0.054
C -4.000 -0.867 0.838
C -1.217 -1.554 -0.423
C -1.085 2.171 -0.061
C -1.757 -0.171 -0.284
C 2.538 0.071 -0.050
C 3.145 0.133 -1.443
C 3.166 -1.063 0.803
C -3.236 0.111 -0.057
H -0.355 2.433 0.791
H -5.025 -0.767 0.520
H -3.872 -0.576 1.860
H 4.176 0.619 -1.272
H -2.077 2.509 0.198
H 2.685 0.852 -2.191
H 3.580 1.424 0.814
H -0.997 2.801 -0.883
H 3.137 -2.114 0.575
H 4.285 -0.649 0.841
H -3.456 -0.053 -1.196
H 3.330 -0.807 -1.917
H -3.560 1.121 0.222
H -3.677 -1.955 0.799
H 2.904 -0.979 1.893
H -1.944 -2.332 -0.568
*
```

Output
LUMO level (alpha / beta): -5.400 / -5.398 eV
HOMO energy (alpha / beta): -12.343 / -12.343 eV
HOMO-LUMO gap (alpha / beta): 0.2551 / 0.2553 Ha
ΔE to the lowest compared entry with this formula, charge and spin: 4.861 eV

An isolated molecule of C9H16Si in a non-equilibrium geometry, computed with the ωB97M-V functional and the def2-TZVPD basis.

Geometry as ORCA input:
```
! RIJCOSX wB97M-V def2-TZVPD def2/J DEFGRID3
* xyz 0 1
Si 0.459 0.147 -0.938
C -1.125 -1.339 0.912
C 1.639 1.604 -1.179
C -2.448 -1.404 0.690
C -1.004 1.314 1.361
C 1.413 -1.513 -1.012
C -0.771 -0.102 -2.376
C -0.509 0.009 0.732
C 1.024 0.933 2.860
C 0.156 0.667 1.901
H 2.511 1.207 -1.842
H -0.346 -0.841 -3.121
H -3.055 -0.568 0.724
H 0.988 1.756 3.493
H -3.034 -2.234 0.624
H 2.116 1.865 -0.118
H -0.480 -2.113 1.092
H 2.064 -1.632 -1.933
H 0.736 -2.324 -1.064
H 1.196 2.416 -1.617
H 2.032 -1.667 0.005
H -0.958 0.900 -2.892
H -1.942 1.192 1.837
H -0.868 2.065 0.660
H 1.942 0.251 3.116
H -1.735 -0.588 -1.914
*
```

Output
SMILES string: C=C[C@@]1([Si](C)(C)C)CC1=C
LUMO level: 0.815 eV
HOMO energy: -9.040 eV
HOMO-LUMO gap: 0.3622 Ha
ΔE to the lowest compared entry with this formula, charge and spin: 1.996 eV

A cluster of 3 separate species, C9H17BFNO6 in total, computed with the ωB97M-V functional and the def2-TZVPD basis.

Geometry as ORCA input:
```
! RIJCOSX wB97M-V def2-TZVPD def2/J DEFGRID3
* xyz 0 1
F -3.575 0.850 -1.472
O -2.253 -1.175 1.823
O 1.899 0.168 -3.933
O -0.483 -2.270 0.969
O -0.701 -1.976 3.193
O -0.007 1.332 -3.662
O 1.946 2.107 -2.858
N -0.493 0.865 -0.637
C 3.296 0.467 -3.740
C 1.165 1.216 -3.501
C 3.221 1.500 -2.629
C -1.083 -1.854 1.904
C -1.723 -1.714 5.376
C 4.067 -0.786 -3.424
C -2.776 -1.019 3.146
C -1.478 1.984 -0.653
C -1.530 -1.121 4.007
B -2.869 1.313 -0.437
H -0.781 -1.748 5.921
H 4.067 -1.467 -4.273
H 3.209 1.032 -1.642
H -3.294 1.076 0.660
H -3.295 -0.067 3.216
H -0.511 0.393 -1.533
H 3.656 0.930 -4.664
H -2.428 -1.106 5.945
H 3.996 2.260 -2.674
H -1.233 2.676 0.161
H 3.621 -1.297 -2.570
H -1.381 2.511 -1.605
H -2.114 -2.728 5.296
H -1.029 -0.150 4.065
H -0.736 0.170 0.063
H -3.471 -1.839 3.346
H 5.101 -0.532 -3.185
*
```

Output
SMILES string: C[C@@H]1COC(=O)O1.C[C@@H]1COC(=O)O1.NCBF
LUMO level: 0.694 eV
HOMO energy: -8.689 eV
HOMO-LUMO gap: 0.3448 Ha
ΔE to the lowest compared entry with this formula, charge and spin: 0.000 eV

A structure of composition C9H17Br2CrN4O3S5 in a non-equilibrium geometry, computed with the ωB97M-V functional and the def2-TZVPD basis.

Geometry as ORCA input:
```
! RIJCOSX wB97M-V def2-TZVPD def2/J DEFGRID3
* xyz -1 5
Br 3.683 -1.429 0.843
Br 0.676 0.223 2.245
Cr 0.530 1.237 0.091
S 0.037 2.814 -1.769
S -3.267 -0.568 -1.344
S -0.684 -2.650 0.124
S -4.358 -2.753 1.319
S -1.094 2.934 -0.123
O -2.131 3.919 -0.151
O -1.530 1.515 0.067
O -0.052 3.115 0.919
N 2.651 1.813 -0.097
N 1.030 -0.196 -0.963
N 0.704 -3.712 -3.946
N 1.493 -1.762 -2.732
C 1.033 -2.798 -3.321
C -1.614 -2.773 1.690
C -4.895 -1.387 -1.083
C -1.934 -3.077 -1.148
C -5.280 -1.491 0.383
C -2.283 -1.921 -2.068
C 1.174 -0.997 -1.810
C -2.824 -1.862 1.799
C 3.459 -1.503 2.674
H 3.727 -0.616 3.212
H 2.703 2.768 0.255
H -1.374 -1.422 -2.405
H -5.143 -0.535 0.888
H -0.869 -2.482 2.432
H -5.630 -0.767 -1.602
H -2.806 -3.471 -0.628
H 2.776 1.846 -1.109
H -6.326 -1.791 0.466
H -2.964 -1.544 2.835
H -2.722 -0.988 1.154
H 3.415 1.267 0.299
H -2.829 -2.289 -2.938
H -4.858 -2.367 -1.552
H -1.478 -3.865 -1.754
H 2.666 -2.129 3.029
H -1.887 -3.821 1.835
*
```

Output
⟨S²⟩: 6.047
LUMO level (alpha / beta): 2.140 / 2.028 eV
HOMO energy (alpha / beta): -5.738 / -5.751 eV
HOMO-LUMO gap (alpha / beta): 0.2895 / 0.2859 Ha
ΔE to the lowest compared entry with this formula, charge and spin: 0.712 eV

The ion C9H17BrNO with charge +1 in a non-equilibrium geometry, computed with the ωB97M-V functional and the def2-TZVPD basis.

Geometry as ORCA input:
```
! RIJCOSX wB97M-V def2-TZVPD def2/J DEFGRID3
* xyz 1 1
Br 0.809 2.640 -1.699
O 1.900 0.119 -1.625
N 0.165 0.260 -0.291
C -0.109 -1.207 -0.178
C -0.999 0.964 0.238
C 2.454 0.461 -0.359
C 0.684 0.607 -1.622
C -1.356 0.554 1.662
C -0.162 0.060 -2.727
C -1.617 -0.955 1.851
C 1.273 0.705 0.603
C -0.396 -1.646 1.254
H -1.806 0.765 -0.439
H 0.728 -1.846 -0.625
H 1.345 0.070 1.381
H -0.546 -2.704 1.366
H -2.346 0.987 1.761
H -1.090 -0.230 -2.331
H 3.013 -0.316 -0.039
H -1.164 -1.389 -0.726
H -0.694 0.983 2.362
H 0.252 -0.919 -3.187
H -2.505 -1.199 1.417
H -1.598 -1.173 2.871
H 0.531 -1.551 1.807
H -0.705 2.093 0.213
H 1.065 1.616 0.925
H 3.189 1.366 -0.406
H -0.311 0.882 -3.457
*
```

Output
SMILES string: C[C@]1(Br)OCC[N+]12CCCCC2
LUMO level: -2.837 eV
HOMO energy: -14.199 eV
HOMO-LUMO gap: 0.4175 Ha
ΔE to the lowest compared entry with this formula, charge and spin: 0.000 eV

A cluster of 2 separate species, C9H17IN2O in total in a non-equilibrium geometry, computed with the ωB97M-V functional and the def2-TZVPD basis.

Geometry as ORCA input:
```
! RIJCOSX wB97M-V def2-TZVPD def2/J DEFGRID3
* xyz 0 1
I -1.081 -2.074 -3.856
O -2.884 -1.301 1.649
N -0.075 0.960 -0.787
N -1.902 -0.743 1.198
C -1.429 0.671 -0.796
C 0.177 -1.868 1.062
C -1.740 -0.765 -0.248
C 1.639 2.598 -1.096
C 0.262 -3.301 1.600
C 0.620 -0.305 -0.686
C 0.411 2.218 -0.317
C -0.340 -1.422 -0.295
C 0.862 2.126 1.186
H 1.515 2.428 -2.126
H 1.298 -3.643 1.474
H -0.456 -3.891 1.005
H -0.381 2.854 -0.403
H 1.586 1.359 1.435
H 1.859 3.600 -1.058
H 0.661 -1.039 1.573
H 1.444 -0.140 0.028
H -1.745 0.774 -1.889
H -0.160 -3.404 2.632
H 2.395 2.029 -0.744
H -2.596 -1.300 -0.658
H -1.796 1.474 -0.180
H 1.355 3.035 1.481
H 1.010 -0.639 -1.753
H -0.142 1.978 1.699
H -0.364 -2.265 -1.131
*
```

Output
LUMO level (alpha / beta): -3.107 / -3.162 eV
HOMO energy (alpha / beta): -6.933 / -6.906 eV
HOMO-LUMO gap (alpha / beta): 0.1406 / 0.1376 Ha
ΔE to the lowest compared entry with this formula, charge and spin: 2.946 eV

A cluster of 2 separate species, C9H17ISi in total in a non-equilibrium geometry, computed with the ωB97M-V functional and the def2-TZVPD basis.

Geometry as ORCA input:
```
! RIJCOSX wB97M-V def2-TZVPD def2/J DEFGRID3
* xyz 0 1
I 1.068 -2.543 -2.986
Si 0.259 -0.356 0.362
C -0.166 -0.839 -2.213
C 0.183 1.535 -3.226
C -0.502 1.415 0.378
C -2.082 1.561 0.040
C -1.734 -2.402 0.748
C -0.723 -1.582 1.508
C 2.956 0.118 1.160
C 2.123 -0.678 0.195
C 0.046 0.438 -2.756
H 2.525 -0.289 -0.830
H -2.809 1.739 0.876
H -1.178 -1.044 2.246
H 2.350 -1.695 0.264
H 2.945 1.203 0.958
H -1.937 -3.231 1.463
H -0.328 1.887 1.327
H -2.627 -1.880 0.607
H 2.952 0.098 2.221
H -1.441 -2.701 -0.265
H -1.155 -1.187 -2.400
H 4.014 -0.176 0.940
H -2.146 2.383 -0.647
H -0.075 -2.199 2.176
H -0.051 2.245 -0.358
H -2.505 0.690 -0.360
H 0.229 2.490 -3.547
*
```

Output
LUMO level: 0.338 eV
HOMO energy: -7.839 eV
HOMO-LUMO gap: 0.3005 Ha
ΔE to the lowest compared entry with this formula, charge and spin: 0.925 eV

The ion C9H17N2 with charge +1 in a non-equilibrium geometry, computed with the ωB97M-V functional and the def2-TZVPD basis.

Geometry as ORCA input:
```
! RIJCOSX wB97M-V def2-TZVPD def2/J DEFGRID3
* xyz 1 1
N -1.763 0.211 -0.854
N -0.377 -1.153 0.465
C -0.747 -1.922 -0.697
C 0.472 1.061 -0.279
C -1.328 -0.901 -1.695
C 2.772 1.596 -0.630
C 1.727 0.927 0.170
C -0.699 0.255 0.317
C -1.548 0.772 1.444
C 2.282 -0.073 1.098
C -1.547 -2.064 0.483
H -0.010 -2.722 -0.875
H 1.502 -0.567 1.759
H -2.739 0.025 -0.582
H -1.334 -2.796 1.306
H 3.493 2.039 0.075
H -1.378 1.778 1.427
H -2.198 -1.241 -2.387
H -2.574 0.425 1.459
H 2.968 0.345 1.746
H 0.326 1.784 -0.981
H 2.463 2.429 -1.096
H 3.278 0.987 -1.279
H -0.656 -0.517 -2.472
H -2.467 -1.492 0.602
H 3.069 -0.737 0.539
H -1.132 0.457 2.374
H -1.854 1.096 -1.437
*
```

Output
SMILES string: CC(C)=C[C@@]1(C)[NH2+]C[C@@H]2CN21
LUMO level: -3.074 eV
HOMO energy: -13.025 eV
HOMO-LUMO gap: 0.3657 Ha
ΔE to the lowest compared entry with this formula, charge and spin: 3.887 eV

The ion C9H17N2 with charge +1 in a non-equilibrium geometry, computed with the ωB97M-V functional and the def2-TZVPD basis.

Geometry as ORCA input:
```
! RIJCOSX wB97M-V def2-TZVPD def2/J DEFGRID3
* xyz 1 3
N -1.534 0.517 0.378
N 1.891 0.617 -0.139
C -2.250 -1.635 -0.268
C -0.734 -1.752 -0.173
C -2.564 -0.441 0.667
C 0.937 0.219 0.679
C 0.846 0.112 1.986
C 3.140 1.218 0.156
C 0.015 0.231 -1.546
C -0.336 -0.241 -0.157
C 1.385 0.939 -1.396
H -0.569 -2.203 0.829
H -1.991 1.336 -0.262
H 2.145 0.608 -2.302
H 2.981 2.209 0.448
H 3.657 0.694 0.960
H 1.576 0.268 2.761
H -0.160 -2.245 -1.027
H 3.670 1.101 -0.738
H -2.636 -1.283 -1.260
H 1.180 2.090 -1.351
H 0.091 -0.572 -2.208
H -0.658 0.830 -2.083
H -1.133 1.006 1.152
H -3.529 -0.212 0.655
H -0.069 -0.141 2.463
H -2.492 -0.888 1.689
H -2.855 -2.381 0.084
*
```

Output
⟨S²⟩: 2.006
LUMO level (alpha / beta): -2.878 / -5.144 eV
HOMO energy (alpha / beta): -7.770 / -14.182 eV
HOMO-LUMO gap (alpha / beta): 0.1798 / 0.3321 Ha
ΔE to the lowest compared entry with this formula, charge and spin: 0.509 eV

A cluster of 2 separate species, C9H17N3O in total in a non-equilibrium geometry, computed with the ωB97M-V functional and the def2-TZVPD basis.

Geometry as ORCA input:
```
! RIJCOSX wB97M-V def2-TZVPD def2/J DEFGRID3
* xyz 0 1
O 2.120 2.667 2.784
N -3.968 -1.138 -1.645
N -2.308 -2.453 -2.245
N 2.818 1.834 0.808
C -1.374 -3.145 -0.148
C 2.468 0.972 -0.342
C -2.989 -1.373 -2.624
C -2.521 -2.605 -0.887
C -3.570 -1.833 -0.488
C 0.380 2.707 1.362
C 1.538 -0.206 -0.189
C 1.831 2.306 1.641
C 4.110 1.539 1.339
H 4.207 2.084 2.241
H -4.359 -1.750 0.255
H 1.992 -0.989 -0.842
H 1.888 1.692 -0.963
H -2.858 -0.802 -3.551
H 4.650 1.827 0.479
H 3.368 0.493 -0.798
H -0.283 1.829 1.439
H -4.540 -0.350 -1.747
H -0.550 -2.469 -0.024
H 0.256 3.338 2.245
H -1.690 -3.250 0.911
H 1.537 -0.635 0.912
H 0.319 -0.270 -0.494
H 4.401 0.538 1.637
H 0.149 3.393 0.511
H -1.138 -4.145 -0.550
*
```

Output
SMILES string: CCN(C)C(C)=O.Cc1c[nH]cn1
LUMO level: 0.641 eV
HOMO energy: -8.678 eV
HOMO-LUMO gap: 0.3424 Ha
ΔE to the lowest compared entry with this formula, charge and spin: 2.902 eV

An isolated molecule of C9H17N3O in a non-equilibrium geometry, computed with the ωB97M-V functional and the def2-TZVPD basis.

Geometry as ORCA input:
```
! RIJCOSX wB97M-V def2-TZVPD def2/J DEFGRID3
* xyz 0 1
O -2.469 -0.790 2.819
N 0.867 -0.580 0.371
N -1.030 -1.775 1.352
N -0.912 0.488 1.654
C -0.685 0.083 -1.539
C 0.388 -1.703 1.080
C -0.525 1.649 -1.513
C 0.385 0.499 1.227
C 0.726 1.963 -2.313
C 1.902 -0.183 -1.865
C 2.024 1.387 -1.872
C 0.630 -0.587 -1.094
C -1.544 -0.689 2.040
H -1.583 2.051 -1.859
H -1.545 -0.375 -1.025
H 0.696 -2.626 0.556
H -1.084 1.236 2.292
H -1.435 -2.646 1.681
H 2.736 1.802 -2.587
H -0.838 -0.132 -2.610
H -0.462 1.929 -0.402
H 0.492 1.598 -3.273
H 1.783 -0.693 -2.854
H 1.099 0.614 2.079
H 0.460 1.393 0.609
H 0.832 -1.647 2.092
H 2.243 1.714 -0.833
H 0.737 3.031 -2.306
H 0.516 -1.704 -1.262
H 2.827 -0.662 -1.402
*
```

Output
SMILES string: O=C1NCN(C2CCCCC2)CN1
LUMO level: 0.771 eV
HOMO energy: -9.152 eV
HOMO-LUMO gap: 0.3647 Ha
ΔE to the lowest compared entry with this formula, charge and spin: 0.791 eV

Number 1: DFT total energy -21317.15414 eV. Number 2: DFT total energy -23952.69327 eV. Number 3: DFT total energy -17466.87820 eV. Number 4: DFT total energy -26779.29213 eV. Number 5: DFT total energy -244397.44375 eV. Number 6: DFT total energy -83180.49053 eV. Number 7: DFT total energy -22729.89964 eV. Number 8: DFT total energy -25582.52631 eV. Number 9: DFT total energy -12579.28717 eV. Number 10: DFT total energy -12576.29214 eV. Number 11: DFT total energy -16123.65211 eV. Number 12: DFT total energy -16125.76259 eV.